Molecular formula: C31H48B2F2HfN3O3P2S
Method: DFT, ωB97M-V/def2-TZVPD

Values from the calculation:
Relative energy (zero: lowest compared OMol25 entry of this formula, charge and spin)   42.76 kcal/mol
Multiplicity   1
E_tot   -2978.35292 hartree
Highest occupied orbital energy   -0.3846 Ha
Gap between HOMO and LUMO   6.8 eV
Total charge   +1

Geometry (Å):
Hf  -0.453  -0.926  -0.338
C  -3.936  -0.287  4.070
C  -2.961  -1.051  3.157
C  -1.595  -0.964  3.856
C  -3.388  -2.514  3.064
P  -2.815  -0.357  1.401
C  -2.515  1.451  1.712
N  -1.782  2.009  0.600
B  -0.803  1.338  -0.218
N  -0.482  2.309  -1.228
C  0.428  2.132  -2.329
P  0.313  0.388  -2.965
C  2.060  0.111  -3.619
C  2.170  -1.250  -4.306
C  2.940  0.089  -2.371
C  2.599  1.199  -4.552
C  -0.951  0.476  -4.362
C  -0.615  1.461  -5.485
C  -1.157  -0.914  -4.976
C  -2.267  0.895  -3.709
C  -1.222  3.465  -1.033
C  -1.271  4.650  -1.754
C  -2.145  5.634  -1.327
C  -2.944  5.449  -0.202
C  -2.891  4.275  0.529
C  -2.025  3.280  0.101
C  -4.479  -0.386  0.511
C  -4.707  -1.776  -0.074
C  -4.359  0.620  -0.643
C  -5.707  -0.002  1.334
H  -3.787  -0.644  5.089
H  -4.977  -0.455  3.824
H  -3.748  0.785  4.082
H  -1.702  -1.418  4.841
H  -1.276  0.064  4.019
H  -0.812  -1.496  3.323
H  -3.325  -2.970  4.051
H  -2.742  -3.075  2.389
H  -4.419  -2.615  2.723
H  -1.958  1.564  2.648
H  -3.468  1.973  1.841
H  1.457  2.306  -1.997
H  0.223  2.860  -3.118
H  1.736  -2.046  -3.703
H  3.221  -1.488  -4.453
H  1.697  -1.250  -5.283
H  2.544  -0.614  -1.651
H  3.044  1.061  -1.898
H  3.936  -0.255  -2.638
H  2.161  1.157  -5.542
H  3.672  1.045  -4.668
H  2.462  2.203  -4.153
H  0.208  1.114  -6.102
H  -0.386  2.462  -5.124
H  -1.487  1.547  -6.133
H  -0.345  -1.201  -5.634
H  -2.070  -0.901  -5.568
H  -1.274  -1.677  -4.209
H  -2.226  1.885  -3.255
H  -2.553  0.158  -2.955
H  -3.045  0.906  -4.470
H  -0.643  4.814  -2.615
H  -2.201  6.564  -1.869
H  -3.607  6.239  0.112
H  -3.500  4.153  1.413
H  -3.916  -2.047  -0.769
H  -5.646  -1.767  -0.625
H  -4.777  -2.547  0.693
H  -3.435  0.463  -1.212
H  -4.375  1.652  -0.304
H  -5.200  0.482  -1.320
H  -6.006  -0.794  2.013
H  -6.536  0.158  0.645
H  -5.575  0.918  1.898
O  3.294  -2.947  -1.151
S  3.184  -2.287  0.109
O  4.076  -1.226  0.445
N  1.599  -1.712  0.298
C  0.981  -2.399  1.244
O  -0.233  -2.106  1.457
C  1.769  -3.434  1.930
C  1.380  -4.304  2.939
C  2.321  -5.214  3.400
C  3.603  -5.250  2.864
C  3.992  -4.380  1.849
C  3.048  -3.480  1.408
H  0.379  -4.270  3.342
H  2.057  -5.908  4.183
H  4.312  -5.973  3.242
H  4.985  -4.414  1.429
F  -1.848  -3.262  -0.610
B  -1.473  -2.511  -1.689
F  -0.124  -2.813  -1.909